# 1
Density functional theory data (the ωB97M-V functional and the def2-TZVPD basis) for a molecular structure, C18H29Cl2CsF4ILiN4O6S in a non-equilibrium geometry.

Geometry as XYZ:
```
67
C18H29Cl2CsF4ILiN4O6S (the ωB97M-V functional and the def2-TZVPD basis)
C -3.13532 -0.66783 3.44834
C -2.30711 0.51901 2.82564
O -1.03774 0.53753 3.53850
C -0.01148 0.13376 2.62328
O 0.84938 0.87772 2.24452
C 0.00197 -1.31900 2.03376
C 1.03710 -2.16461 2.84666
C 1.12442 -3.68802 2.39663
C -0.11484 -4.21077 1.66356
N -0.26245 -3.96371 0.18171
C -1.55544 -4.54455 -0.01239
N -2.59641 -3.95103 -0.56641
I -4.37076 -4.98714 -0.68670
N -1.42788 -5.78723 0.51549
C -0.39638 -5.72400 1.61410
F -1.19164 -5.92295 2.80355
H -2.53248 -1.10897 4.26739
H -3.36450 -1.45271 2.70063
H -4.08263 -0.30174 3.90208
H -2.84894 1.49269 2.90194
H -2.11946 0.35738 1.72688
H -1.04497 -1.68951 2.12441
H 0.30393 -1.19384 0.97055
H 2.03372 -1.71036 2.67507
H 0.72212 -2.10097 3.91303
H 2.07552 -3.90135 1.86096
H 1.19388 -4.26548 3.35028
H -1.09996 -3.81739 2.03324
H -0.18923 -2.99127 -0.11350
H -2.50796 -3.00014 -0.90645
H -2.26704 -6.29922 0.78137
H 0.48536 -6.46577 1.51231
N -0.08839 3.18291 -0.14266
C -1.02068 3.96107 -0.78312
C -0.35157 4.85565 -1.57635
C 1.03385 4.60120 -1.41033
C 1.15827 3.56256 -0.52240
H -0.28990 2.44083 0.51119
H -2.07909 3.81324 -0.61868
H -0.80414 5.60444 -2.20364
H 1.85521 5.11616 -1.88381
H 2.02855 3.06427 -0.12831
Cl -0.07724 2.84712 2.90746
Li -1.77696 2.72780 1.58351
Cl 0.53753 -7.40159 3.23042
C 0.75825 9.38852 -3.80317
C 1.65821 8.70252 -4.80975
C 2.02063 7.42053 -4.08533
O 0.91417 7.08963 -3.23788
C 0.01828 8.21629 -3.19078
H 0.09291 10.12784 -4.24517
H 1.36617 9.88813 -3.03812
H 1.09445 8.47053 -5.71501
H 2.53077 9.29486 -5.09456
H 2.89403 7.56231 -3.44535
H 2.22185 6.59453 -4.77079
H -0.87121 7.96205 -3.77318
H -0.28260 8.40361 -2.15972
Cs 3.80102 7.93277 -2.12940
C 0.80460 -9.48597 -0.91988
F 0.15314 -9.65732 0.24296
F 1.04241 -10.72160 -1.40871
F -0.08097 -8.90432 -1.76988
S 2.35522 -8.49184 -0.72472
O 3.17251 -9.24524 0.19796
O 1.92152 -7.20646 -0.19580
O 2.92643 -8.40556 -2.05743
```

* charge: 0
* orbital gap: 2.0 eV

=====

# 2
Density functional theory data (the ωB97M-V functional and the def2-TZVPD basis) for 2 unconnected molecules or ions with the total composition C18H29FO10S in a non-equilibrium geometry.

Geometry as XYZ:
```
59
C18H29FO10S (the ωB97M-V functional and the def2-TZVPD basis)
C -0.76921 -0.23381 3.66145
C -0.86676 1.27859 3.95265
O -0.36663 2.05770 2.87180
C 0.21224 3.23668 3.26737
O -0.28018 4.24154 2.92412
C 1.45242 3.28984 4.16301
C 2.74628 3.59914 3.37359
C 3.14714 2.33325 2.54124
C 3.42378 2.55869 1.03360
C 2.49261 3.55408 0.32626
O 1.09937 3.21444 0.38149
S 0.78798 1.86001 -0.46722
O 1.17784 2.00607 -1.83576
O -0.58744 1.61299 -0.26264
C 1.82672 0.61336 0.34125
C 1.73581 -0.76341 -0.38104
C 0.42631 -1.50971 -0.08312
O -0.53649 -1.14683 -1.07669
C -1.81594 -1.40366 -0.69911
O -2.27118 -1.15605 0.35816
C -2.70251 -2.05108 -1.77560
C -4.15255 -1.51435 -1.76593
C 3.27928 1.15913 0.34534
H -1.13524 -0.78293 4.53962
H 0.26233 -0.54138 3.44037
H -1.44810 -0.47129 2.83121
H -1.93878 1.48601 4.09699
H -0.35577 1.45540 4.91143
H 1.24415 3.98448 4.98185
H 1.59640 2.28026 4.58550
H 3.52043 3.75436 4.14030
H 2.69405 4.52994 2.80143
H 2.40615 1.55306 2.74622
H 4.09188 1.96580 2.97455
H 4.46184 2.86307 0.83875
H 2.77863 3.61483 -0.73900
H 2.62056 4.57423 0.70679
H 1.38539 0.46644 1.33487
H 1.93664 -0.62136 -1.44946
H 2.55727 -1.35487 0.05486
H 0.63506 -2.58905 -0.18349
H 0.07510 -1.31714 0.93844
H -2.66288 -3.13928 -1.64241
H -2.24993 -1.79595 -2.74578
H -4.23941 -0.75811 -2.55591
H -4.43588 -1.03297 -0.82387
H -4.85517 -2.33416 -1.95120
H 3.88183 0.44980 0.93418
H 3.61648 1.18143 -0.70065
C -1.67065 -4.71350 -5.32373
C -2.50616 -4.09932 -6.41478
O -3.82629 -4.37242 -5.98727
C -3.78511 -4.42973 -4.62256
O -4.73597 -4.37701 -3.91983
O -2.50418 -4.54790 -4.17483
F -2.29390 -4.71137 -7.60533
H -1.48723 -5.77661 -5.48942
H -0.71643 -4.20783 -5.19051
H -2.37599 -3.02149 -6.53153
```

* charge: 0
* orbital gap: 10.5 eV

=====

# 3
Density functional theory data (the ωB97M-V functional and the def2-TZVPD basis) for a molecular structure, C18H29LuN2O2P2 in a non-equilibrium geometry.

Geometry as XYZ:
```
54
C18H29LuN2O2P2 (the ωB97M-V functional and the def2-TZVPD basis)
C -0.92037 3.79756 -1.74609
C -0.95254 2.43251 -1.35110
N 0.22561 1.90109 -0.77713
C 0.89265 2.75527 0.04699
C 0.81214 4.12059 -0.18053
C -0.02876 4.64139 -1.15134
C -2.14615 1.66541 -1.46752
P -2.46883 0.12073 -0.68687
Lu 0.45226 -0.42147 -1.01745
P 2.35268 0.58834 1.04292
C 1.71983 2.26857 1.21499
C 0.14470 -2.65704 0.04048
C -0.90053 -3.05631 0.84284
C -1.03263 -4.41861 1.14904
C -0.08287 -5.33700 0.72596
C 1.01783 -4.88346 0.01032
C 1.15003 -3.52033 -0.32421
O -0.56354 1.32825 -5.28562
O -0.21776 -1.72625 -2.81265
H -1.66206 4.12130 -2.46266
H 1.45521 4.75342 0.41996
H 0.00144 5.70400 -1.38315
C -3.86811 0.66922 0.37974
C -3.35454 -0.87320 -1.95160
H 2.56782 2.93456 1.33773
H 1.17951 2.30571 2.16840
H -1.22286 1.82215 -5.89040
H -2.86136 1.96976 -2.22793
C 2.71234 0.10434 2.74239
C 4.03219 0.91575 0.38288
H -1.60759 -2.34904 1.27413
H -1.86954 -4.73610 1.74308
H -0.18550 -6.39359 0.95595
H 1.78830 -5.57082 -0.31248
H 2.06804 -3.16167 -0.79769
H 2.43340 -1.02540 -1.42702
H -0.09892 -2.68341 -2.74658
H -0.75305 -1.50915 -3.58788
H 0.06160 2.01054 -4.98041
H 2.55270 -0.72357 -0.69475
H -4.71064 1.04062 -0.23658
H -4.18582 -0.17247 1.02338
H -3.52636 1.49946 1.00944
H -4.02060 -0.21118 -2.53591
H -2.66725 -1.37712 -2.64597
H -3.92620 -1.65433 -1.42078
H 4.65945 1.49495 1.06112
H 4.54415 -0.03914 0.18817
H 3.96501 1.46452 -0.56141
H 3.63290 0.59062 3.08950
H 1.87668 0.39164 3.38131
H 2.85041 -0.98267 2.78714
N -0.82271 0.13018 2.16683
C -0.49168 -0.05932 1.04853
```

* charge: 0
* orbital gap: 6.1 eV

=====

# 4
Density functional theory data (the ωB97M-V functional and the def2-TZVPD basis) for a gas-phase ion, C18H29N2O2 (charge +1).

Geometry as XYZ:
```
51
C18H29N2O2 (the ωB97M-V functional and the def2-TZVPD basis)
C -3.61795 1.29189 0.44260
C -3.27862 0.42851 1.65228
H -3.33451 1.00687 2.57876
H -3.98570 -0.40272 1.72436
O -2.00665 -0.19968 1.53795
C -0.87988 0.46073 1.92784
C -0.81851 1.80163 2.29297
C 0.39108 2.37287 2.64929
C 1.55453 1.62437 2.64751
C 1.49881 0.28718 2.29622
C 0.29657 -0.30699 1.94245
C 0.24228 -1.75956 1.55533
N 0.28333 -1.89268 0.07302
C 1.41396 -2.68729 -0.44086
H 2.32976 -2.29907 0.00785
H 1.29265 -3.72760 -0.12951
C 1.47010 -2.56468 -1.97444
H 2.47416 -2.30487 -2.30236
H 1.23089 -3.51998 -2.44097
C 0.43038 -1.54168 -2.46049
C -0.92929 -2.13458 -2.05654
H -1.75237 -1.50272 -2.38225
H -1.04440 -3.08321 -2.58018
C -0.98018 -2.35404 -0.53350
H -1.78815 -1.77698 -0.08287
H -1.12605 -3.40828 -0.28670
H 0.48364 -1.45709 -3.55536
N 0.64274 -0.22013 -1.82463
C 1.97234 0.34708 -2.07781
H 2.10458 0.55768 -3.14778
H 2.74835 -0.34475 -1.75492
C 2.13610 1.64753 -1.28464
O 1.16409 2.59274 -1.64284
C -0.12033 2.07536 -1.42396
H -0.26431 1.87664 -0.34950
C -0.35312 0.78385 -2.21401
H -0.28486 0.99905 -3.28911
H -1.35650 0.42795 -1.98650
H -0.82369 2.84240 -1.74980
H 2.07006 1.43041 -0.20545
H 3.10397 2.09897 -1.50352
H 0.43969 -0.92123 -0.40822
H 1.09064 -2.29227 1.98623
H -0.67886 -2.21045 1.92752
H 2.39845 -0.31068 2.31363
H 2.49384 2.07476 2.92377
H 0.41892 3.41435 2.92756
H -1.70639 2.41202 2.30449
H -4.60426 1.72469 0.57875
H -2.89847 2.09659 0.31314
H -3.62926 0.68855 -0.46234
```

* charge: +1
* orbital gap: 9.7 eV